The following is a DFT calculation (ωB97M-V with the def2-TZVPD basis set) of a cluster of 6 separate species, C25H55N2O14P2S6 in total.

## Properties
**Charge**: +1
**Strongest force on any atom**: 2.93 eV Å⁻¹
**HOMO level**: -11.08 eV
**Gap between HOMO and LUMO**: 8.81 eV

Structure (XYZ):
```
104
Properties=species:S:1:pos:R:3:forces:R:3:lowdin_charge:R:1
N -1.118579 -2.952566 2.037034 0.150 0.825 -1.326 -0.15
P -2.149329 -2.363123 0.791933 -0.802 -0.712 0.171 0.89
O -1.283947 -2.690524 -0.612236 -0.036 0.524 1.300 -0.31
C -2.183287 -0.494171 0.783373 1.796 0.860 0.280 -0.37
C -0.930350 0.361206 1.203599 -0.992 1.827 -0.679 -0.15
C -1.311975 1.044941 2.551184 2.146 -0.629 -0.672 -0.54
S -0.653970 -0.052077 3.881432 -0.462 0.283 0.751 0.81
N -2.808971 1.125013 2.537847 0.198 -0.637 0.790 0.11
C -3.277855 -0.077564 1.812924 -0.426 -2.114 -1.986 -0.36
C -4.656380 0.005498 1.116492 0.399 -0.269 1.595 -0.15
P -5.993902 0.086241 2.379943 -2.044 1.891 -0.910 0.51
O -6.844446 1.277858 2.096987 0.694 -1.327 0.246 -0.29
O -6.826064 -1.326608 2.355991 1.386 1.182 0.365 -0.13
O -5.311123 0.243530 3.861342 0.025 -1.162 -1.228 -0.14
H -0.178104 -2.558641 2.040042 0.001 -0.047 0.352 -0.01
H -1.548592 -2.912065 2.950831 0.031 -0.169 0.034 0.02
H -1.063473 -3.626947 -0.523145 -0.011 -0.119 -0.335 0.03
H -2.397706 -0.158166 -0.240054 -0.411 -0.361 0.505 0.07
H 0.071800 -0.067853 1.129973 -0.277 -0.272 0.491 0.09
H -0.882174 1.233214 0.519844 -0.066 -0.501 -0.160 0.10
H -0.950249 2.075290 2.682224 -0.049 -0.457 -0.144 0.08
H 0.489308 -0.531865 3.308083 -0.600 0.380 -0.241 -0.11
H -3.130140 1.095931 3.511180 -0.374 0.044 -0.130 0.15
H -3.173130 1.994100 2.136353 0.361 0.043 -0.219 0.20
H -3.304790 -0.925310 2.516896 -0.117 0.604 0.293 0.11
H -4.736446 0.841684 0.418228 -0.057 0.065 0.349 0.08
H -4.760316 -0.908052 0.514447 0.018 0.104 0.314 0.10
H -7.312703 -1.309651 1.519013 -0.300 -0.198 0.086 0.09
H -6.006918 0.196797 4.531173 0.008 0.101 0.161 0.10
C -1.885848 1.302452 -4.599429 -0.126 0.081 -0.174 -0.21
C -2.581254 2.658967 -4.447298 0.093 0.105 0.025 -0.20
C -3.829754 2.449310 -3.578137 0.068 0.307 -0.298 -0.21
S -3.448094 1.056316 -2.521617 0.112 0.293 -0.683 0.68
O -4.333609 -0.037594 -2.835600 -0.026 0.017 0.494 -0.31
O -3.294889 1.531582 -1.156538 -0.162 -0.059 0.191 -0.36
C -1.836823 0.707310 -3.200213 0.299 -0.130 -0.118 -0.22
H -0.886335 1.405203 -5.018329 -0.004 0.041 0.045 0.12
H -2.468762 0.660041 -5.264250 0.034 -0.057 0.052 0.12
H -1.903276 3.355676 -3.952353 0.033 -0.043 -0.040 0.09
H -2.843816 3.086653 -5.413597 -0.035 -0.003 0.029 0.12
H -4.046300 3.316260 -2.957764 -0.084 -0.114 0.086 0.11
H -4.705886 2.191363 -4.170898 -0.002 -0.135 0.092 0.11
H -1.657078 -0.366668 -3.183632 -0.118 -0.007 0.129 0.11
H -1.098949 1.221857 -2.584505 -0.028 0.015 -0.008 0.08
C -0.052404 4.433423 6.706290 0.057 0.139 -0.018 -0.21
C -0.794046 5.734002 6.378221 -0.057 -0.072 0.031 -0.21
C -0.447382 6.107816 4.931248 -0.215 0.299 0.221 -0.21
S -0.089869 4.565249 4.090374 -0.018 0.181 0.480 0.66
O 1.297218 4.559078 3.700441 -0.210 -0.123 -0.352 -0.31
O -1.145371 4.269309 3.137138 0.205 -0.173 -0.245 -0.36
C -0.289026 3.510105 5.516535 0.046 -0.184 0.331 -0.25
H -0.406012 3.986846 7.634248 0.016 -0.011 -0.021 0.12
H 1.015890 4.633586 6.814027 -0.006 -0.057 -0.001 0.13
H -1.870646 5.572766 6.468722 0.020 0.003 -0.010 0.12
H -0.525602 6.535845 7.063985 -0.006 0.007 -0.038 0.12
H -1.275043 6.602819 4.428084 0.085 -0.031 -0.135 0.11
H 0.445378 6.728178 4.875643 0.045 -0.101 -0.093 0.11
H 0.416798 2.683558 5.459172 -0.024 0.004 -0.154 0.10
H -1.312762 3.133030 5.507068 0.010 0.012 -0.022 0.10
C 3.055726 -4.106980 -0.711785 -0.007 0.156 0.078 -0.23
C 4.190943 -4.118699 0.314051 -0.018 -0.096 0.022 -0.20
C 4.264552 -2.717045 0.930922 0.322 -0.221 0.070 -0.20
S 2.608904 -2.040815 0.831346 0.402 -0.330 -0.266 0.68
O 2.614710 -0.901036 -0.055805 -0.278 0.154 0.289 -0.32
O 2.049621 -1.932786 2.168402 -0.413 0.353 -0.017 -0.37
C 1.876575 -3.427351 -0.019611 -0.041 -0.312 -0.193 -0.24
H 2.801838 -5.110595 -1.041128 0.011 0.016 0.008 0.10
H 3.358252 -3.530183 -1.588758 -0.039 -0.020 -0.007 0.12
H 3.972273 -4.853561 1.092358 -0.014 0.026 -0.008 0.12
H 5.138223 -4.397582 -0.141739 -0.034 0.005 -0.020 0.11
H 4.574534 -2.741374 1.973343 -0.069 0.155 0.004 0.11
H 4.922859 -2.060769 0.363939 -0.116 0.089 -0.009 0.11
H 1.112536 -3.069270 -0.705398 0.033 0.194 0.090 0.08
H 1.430677 -4.081074 0.732829 0.014 0.051 0.042 0.11
C 1.419204 3.633850 0.030210 0.014 0.075 -0.044 -0.21
C 0.743155 4.974249 -0.279732 -0.058 -0.045 0.032 -0.21
C 1.168316 5.386286 -1.695104 -0.162 0.273 0.293 -0.21
S 1.504841 3.862934 -2.581483 -0.024 0.001 0.099 0.68
O 2.906637 3.813989 -2.904905 -0.186 -0.041 -0.157 -0.30
O 0.491241 3.656585 -3.593899 0.166 -0.096 -0.008 -0.33
C 1.199262 2.763277 -1.202749 0.059 -0.150 0.311 -0.23
H 1.006968 3.171160 0.927339 0.038 0.030 0.012 0.10
H 2.488263 3.785696 0.192476 -0.014 -0.058 0.017 0.13
H -0.342593 4.852597 -0.240968 0.020 -0.008 0.001 0.12
H 1.011759 5.738316 0.448434 -0.008 -0.013 -0.011 0.12
H 0.386067 5.933226 -2.216381 0.085 -0.035 -0.129 0.10
H 2.085918 5.971829 -1.685927 0.041 -0.091 -0.090 0.11
H 1.873233 1.909794 -1.259694 -0.004 0.011 -0.138 0.11
H 0.162422 2.429890 -1.269778 -0.004 0.051 -0.042 0.07
C 4.146173 -7.869557 -4.821108 -0.088 0.044 0.046 -0.22
C 3.304502 -6.742876 -5.432089 0.026 -0.053 -0.053 -0.21
C 3.408186 -5.533454 -4.495167 -0.349 -0.053 -0.238 -0.22
S 4.998075 -5.674187 -3.673595 0.211 -0.092 -0.416 0.67
O 4.770169 -5.892213 -2.262808 0.154 0.124 -0.026 -0.33
O 5.874612 -4.630753 -4.142333 -0.090 0.010 0.381 -0.31
C 5.469671 -7.227699 -4.418286 -0.058 -0.348 -0.108 -0.23
H 4.298029 -8.687984 -5.523200 0.006 0.007 0.020 0.12
H 3.642581 -8.271739 -3.938605 0.042 -0.020 -0.007 0.12
H 3.703349 -6.482181 -6.414567 0.007 0.005 0.028 0.12
H 2.266573 -7.043323 -5.570387 0.014 0.024 -0.002 0.12
H 3.373005 -4.590801 -5.036502 0.079 0.060 0.133 0.11
H 2.634265 -5.550494 -3.728813 0.082 0.003 0.060 0.10
H 6.039080 -7.816535 -3.702581 0.041 0.137 0.061 0.11
H 6.082210 -7.001244 -5.290760 0.016 0.067 0.044 0.11
```
Positions in Å, forces in eV/Å.

=====

The following is a DFT calculation (ωB97M-V with the def2-TZVPD basis set) of a cluster of 2 separate species, C2H4F2IN in total.

## Properties
**Strongest force on any atom**: 3.89 eV Å⁻¹
**SMILES**: FC(F)I.C=N
**HOMO level**: -9.75 eV
**Relative energy (zero: lowest compared OMol25 entry of this formula, charge and spin)**: 1.116 eV
**Gap between HOMO and LUMO**: 10.04 eV

Structure (XYZ):
```
10
Properties=species:S:1:pos:R:3:forces:R:3:lowdin_charge:R:1
C 0.170042 -1.950025 0.881852 -0.637 -1.228 3.639 -0.16
C -0.251431 1.574402 -1.013768 -2.977 -0.802 -0.242 -0.88
N 0.924091 -1.097985 0.423427 0.937 1.790 -2.463 0.01
F 0.700964 1.535468 -0.172343 2.294 0.630 2.128 0.04
F 0.016154 2.412917 -1.976195 0.158 0.929 -0.920 0.05
I -2.191312 2.062033 -0.011413 0.610 0.146 -0.226 0.68
H -0.427857 -2.578872 0.227430 0.066 -0.137 -0.061 0.06
H 0.086892 -2.147497 2.032413 -0.206 0.218 -1.812 0.09
H 1.438587 -0.396809 0.951730 -0.205 -0.822 0.698 0.05
H -0.466130 0.586368 -1.343132 -0.040 -0.726 -0.741 0.06
```
Positions in Å, forces in eV/Å.

=====

> Which formula does entry 1 have?

C25H55N2O14P2S6

=====

Copy entry 2 word for word.
The following is a DFT calculation (ωB97M-V with the def2-TZVPD basis set) of a cluster of 2 separate species, C2H4F2IN in total.

## Properties
**Strongest force on any atom**: 3.89 eV Å⁻¹
**SMILES**: FC(F)I.C=N
**HOMO level**: -9.75 eV
**Relative energy (zero: lowest compared OMol25 entry of this formula, charge and spin)**: 1.116 eV
**Gap between HOMO and LUMO**: 10.04 eV

Structure (XYZ):
```
10
Properties=species:S:1:pos:R:3:forces:R:3:lowdin_charge:R:1
C 0.170042 -1.950025 0.881852 -0.637 -1.228 3.639 -0.16
C -0.251431 1.574402 -1.013768 -2.977 -0.802 -0.242 -0.88
N 0.924091 -1.097985 0.423427 0.937 1.790 -2.463 0.01
F 0.700964 1.535468 -0.172343 2.294 0.630 2.128 0.04
F 0.016154 2.412917 -1.976195 0.158 0.929 -0.920 0.05
I -2.191312 2.062033 -0.011413 0.610 0.146 -0.226 0.68
H -0.427857 -2.578872 0.227430 0.066 -0.137 -0.061 0.06
H 0.086892 -2.147497 2.032413 -0.206 0.218 -1.812 0.09
H 1.438587 -0.396809 0.951730 -0.205 -0.822 0.698 0.05
H -0.466130 0.586368 -1.343132 -0.040 -0.726 -0.741 0.06
```
Positions in Å, forces in eV/Å.

=====

> The lowest gap between HOMO and LUMO belongs to which entry?

C25H55N2O14P2S6